{"formula": "C44H132O44", "method": "wB97M-V/def2-TZVPD", "symbols": ["C", "C", "O", "O", "H", "H", "H", "H", "H", "H", "C", "C", "O", "O", "H", "H", "H", "H", "H", "H", "C", "C", "O", "O", "H", "H", "H", "H", "H", "H", "C", "C", "O", "O", "H", "H", "H", "H", "H", "H", "C", "C", "O", "O", "H", "H", "H", "H", "H", "H", "C", "C", "O", "O", "H", "H", "H", "H", "H", "H", "C", "C", "O", "O", "H", "H", "H", "H", "H", "H", "C", "C", "O", "O", "H", "H", "H", "H", "H", "H", "C", "C", "O", "O", "H", "H", "H", "H", "H", "H", "C", "C", "O", "O", "H", "H", "H", "H", "H", "H", "C", "C", "O", "O", "H", "H", "H", "H", "H", "H", "C", "C", "O", "O", "H", "H", "H", "H", "H", "H", "C", "C", "O", "O", "H", "H", "H", "H", "H", "H", "C", "C", "O", "O", "H", "H", "H", "H", "H", "H", "C", "C", "O", "O", "H", "H", "H", "H", "H", "H", "C", "C", "O", "O", "H", "H", "H", "H", "H", "H", "C", "C", "O", "O", "H", "H", "H", "H", "H", "H", "C", "C", "O", "O", "H", "H", "H", "H", "H", "H", "C", "C", "O", "O", "H", "H", "H", "H", "H", "H", "C", "C", "O", "O", "H", "H", "H", "H", "H", "H", "C", "C", "O", "O", "H", "H", "H", "H", "H", "H", "C", "C", "O", "O", "H", "H", "H", "H", "H", "H"], "coordinates": [[-26.34, -18.63, 9.50], [-25.43, -19.53, 8.57], [-24.32, -18.93, 8.00], [-27.08, -17.66, 8.93], [-25.80, -18.10, 10.29], [-27.11, -19.24, 9.97], [-26.02, -19.95, 7.76], [-25.04, -20.33, 9.20], [-23.68, -18.75, 8.69], [-26.54, -17.07, 8.40], [-23.16, -15.04, 11.49], [-24.57, -15.25, 10.69], [-24.27, -15.73, 9.41], [-22.46, -16.29, 11.50], [-23.20, -14.43, 12.39], [-22.53, -14.44, 10.83], [-25.22, -14.37, 10.73], [-25.18, -15.96, 11.24], [-23.62, -16.44, 9.47], [-21.71, -16.21, 12.09], [-18.85, -8.87, 5.78], [-17.66, -9.37, 6.60], [-16.57, -8.53, 6.46], [-18.89, -9.23, 4.40], [-18.93, -7.79, 5.80], [-19.76, -9.25, 6.23], [-17.39, -10.37, 6.25], [-17.98, -9.46, 7.64], [-15.80, -9.04, 6.22], [-18.42, -8.55, 3.90], [-19.94, -12.25, 3.41], [-21.47, -12.23, 3.74], [-21.82, -13.27, 4.67], [-19.02, -12.10, 4.44], [-19.79, -11.36, 2.79], [-19.71, -13.10, 2.77], [-22.11, -12.19, 2.87], [-21.60, -11.29, 4.28], [-21.05, -13.46, 5.22], [-18.86, -11.16, 4.49], [-21.85, -16.69, 14.74], [-20.47, -16.33, 14.32], [-20.45, -15.58, 13.07], [-22.65, -15.61, 15.23], [-21.82, -17.53, 15.44], [-22.36, -17.14, 13.89], [-19.84, -17.20, 14.14], [-19.97, -15.72, 15.07], [-20.48, -14.67, 13.36], [-22.62, -14.89, 14.60], [-17.67, -19.84, 12.64], [-17.30, -21.17, 12.04], [-17.73, -22.18, 12.95], [-16.78, -19.70, 13.69], [-18.72, -19.69, 12.89], [-17.43, -19.18, 11.80], [-16.24, -21.14, 11.82], [-17.85, -21.21, 11.10], [-17.48, -21.84, 13.81], [-16.24, -18.92, 13.54], [-20.53, -14.46, 7.94], [-20.22, -15.77, 8.67], [-18.84, -15.87, 8.88], [-19.98, -14.47, 6.60], [-20.27, -13.55, 8.48], [-21.61, -14.36, 7.78], [-20.54, -16.66, 8.12], [-20.70, -15.82, 9.64], [-18.39, -16.03, 8.05], [-19.02, -14.39, 6.59], [-18.98, -11.95, 10.89], [-17.98, -12.16, 9.70], [-17.21, -11.00, 9.52], [-18.22, -12.13, 12.11], [-19.79, -12.67, 10.88], [-19.42, -10.96, 11.04], [-18.49, -12.35, 8.75], [-17.29, -12.95, 9.98], [-16.40, -11.28, 9.09], [-17.45, -11.56, 12.11], [-23.98, -16.15, 5.85], [-25.34, -15.47, 6.01], [-25.87, -15.85, 7.22], [-24.15, -17.52, 5.67], [-23.31, -15.98, 6.70], [-23.55, -15.74, 4.94], [-26.01, -15.57, 5.16], [-25.15, -14.42, 6.21], [-25.19, -15.70, 7.87], [-24.41, -17.83, 6.54], [-25.22, -11.80, 3.21], [-26.67, -11.17, 3.29], [-26.81, -10.23, 4.28], [-25.00, -12.45, 4.47], [-24.47, -11.02, 3.09], [-25.34, -12.48, 2.37], [-27.34, -12.01, 3.50], [-26.90, -10.65, 2.36], [-26.51, -10.77, 5.02], [-24.15, -12.89, 4.45], [-27.27, -12.07, 7.22], [-26.88, -12.81, 8.49], [-27.30, -12.07, 9.65], [-26.75, -10.77, 7.18], [-28.36, -12.08, 7.13], [-26.89, -12.62, 6.37], [-25.80, -12.97, 8.58], [-27.38, -13.78, 8.52], [-26.78, -11.27, 9.56], [-27.46, -10.14, 7.31], [-15.00, -9.74, 3.15], [-15.22, -10.96, 4.13], [-14.86, -10.55, 5.50], [-13.74, -9.16, 3.19], [-15.78, -9.05, 3.49], [-15.17, -10.00, 2.11], [-14.64, -11.84, 3.83], [-16.27, -11.25, 4.15], [-13.92, -10.47, 5.68], [-13.60, -8.79, 4.06], [-20.36, -17.28, 5.20], [-21.10, -16.93, 3.93], [-22.18, -17.79, 3.63], [-19.88, -18.64, 5.10], [-21.09, -17.33, 6.01], [-19.48, -16.68, 5.44], [-20.36, -17.08, 3.15], [-21.42, -15.89, 3.89], [-22.78, -17.63, 4.36], [-20.65, -19.21, 5.04], [-22.50, -10.89, 12.51], [-23.62, -9.91, 12.27], [-23.44, -8.99, 11.28], [-22.34, -11.93, 11.53], [-22.65, -11.41, 13.46], [-21.53, -10.42, 12.63], [-23.70, -9.38, 13.22], [-24.50, -10.51, 12.04], [-24.10, -8.29, 11.32], [-22.04, -11.53, 10.71], [-16.77, -18.64, 5.79], [-16.41, -20.15, 5.94], [-17.57, -20.79, 5.36], [-17.81, -18.13, 6.59], [-17.02, -18.28, 4.79], [-15.91, -18.01, 6.01], [-16.34, -20.44, 6.98], [-15.52, -20.49, 5.41], [-18.41, -20.42, 5.64], [-18.63, -18.46, 6.20], [-20.08, -19.25, 9.66], [-21.58, -19.57, 9.95], [-22.34, -18.42, 9.82], [-19.38, -18.35, 10.53], [-19.95, -18.85, 8.65], [-19.52, -20.18, 9.77], [-21.80, -20.07, 10.90], [-22.02, -20.12, 9.12], [-22.01, -17.79, 10.47], [-19.32, -17.50, 10.08], [-22.19, -10.82, 7.82], [-23.60, -10.82, 7.30], [-24.21, -9.56, 7.42], [-21.96, -10.49, 9.22], [-21.65, -10.17, 7.14], [-21.84, -11.85, 7.71], [-24.21, -11.56, 7.81], [-23.68, -10.93, 6.22], [-25.15, -9.79, 7.40], [-22.03, -9.53, 9.18], [-18.21, -12.47, 15.74], [-19.61, -12.06, 15.13], [-19.96, -12.84, 13.96], [-18.13, -13.75, 16.34], [-17.95, -11.78, 16.55], [-17.49, -12.48, 14.93], [-19.47, -11.02, 14.85], [-20.37, -12.21, 15.91], [-19.54, -12.43, 13.20], [-17.20, -13.84, 16.59], [-15.08, -19.22, 9.92], [-14.41, -18.43, 8.78], [-13.06, -18.06, 9.13], [-14.43, -20.52, 9.87], [-16.14, -19.38, 9.76], [-14.94, -18.77, 10.90], [-14.90, -17.52, 8.42], [-14.43, -19.11, 7.93], [-12.52, -18.74, 8.73], [-13.50, -20.36, 10.01], [-14.74, -14.10, 9.02], [-14.21, -12.87, 8.26], [-15.14, -11.81, 7.98], [-13.82, -15.11, 9.22], [-15.64, -14.49, 8.53], [-14.97, -13.61, 9.97], [-13.72, -13.16, 7.32], [-13.38, -12.42, 8.80], [-15.11, -11.34, 7.15], [-14.35, -15.87, 9.50], [-15.67, -16.16, 12.76], [-16.97, -16.17, 11.87], [-16.61, -16.52, 10.54], [-15.48, -17.49, 13.29], [-15.73, -15.42, 13.56], [-14.73, -15.94, 12.25], [-17.48, -15.21, 11.90], [-17.70, -16.79, 12.39], [-17.33, -16.32, 9.94], [-14.64, -17.82, 12.97], [-16.55, -14.27, 5.72], [-16.81, -14.59, 4.23], [-16.65, -15.98, 3.98], [-17.28, -15.23, 6.51], [-16.90, -13.26, 5.93], [-15.48, -14.31, 5.94], [-16.20, -13.95, 3.60], [-17.84, -14.47, 3.90], [-16.41, -15.99, 3.05], [-17.18, -16.10, 6.10]], "e_tot_ha": -5065.78790, "orbital_gap_ev": 8.84, "relative_energy_ev": 3.282, "charge": 0}